(w)
The following is a DFT calculation (the ωB97M-V functional and the def2-TZVPD basis) of 2 unconnected molecules or ions with the total composition C5H12N.

Cartesian coordinates (Å):
C1 -1.60123 -2.00583 -0.48329
C2 -0.42705 -1.49307 -0.17387
C3 0.34108 0.93479 2.06964
C4 1.60521 0.05828 -0.65453
C5 0.14264 -0.14566 -0.36760
N1 -0.64486 1.00533 -0.96585
H1 -1.79307 -3.10596 -0.47506
H2 -2.43644 -1.57506 -0.94828
H3 0.42788 -2.12142 -0.01400
H4 1.32707 0.56417 2.17115
H5 -0.53552 0.60519 2.52022
H6 0.43772 1.97600 1.63033
H7 1.69196 -0.33214 -1.59722
H8 2.20196 -0.44681 0.10578
H9 2.04431 1.09203 -0.61480
H10 -1.23140 1.36996 -0.20671
H11 -1.20752 0.72549 -1.81053
H12 0.07942 1.68868 -1.34915

Properties
**HOMO level (alpha / beta)**: -12.52 / -12.73 eV
**E_LUMO (alpha / beta)**: -3.930 / -4.662 eV
**Total charge**: +1

The natural (NBO) scheme yields these atomic charges, measured in e:
1 C -0.33
2 C -0.29
3 C -0.48
4 C -0.70
5 C 0.21
6 N -0.74
7 H 0.24
8 H 0.20
9 H 0.24
10 H 0.19
11 H 0.20
12 H 0.17
13 H 0.23
14 H 0.26
15 H 0.24
16 H 0.47
17 H 0.44
18 H 0.46

***

(x)
The following is a DFT calculation (the ωB97M-V functional and the def2-TZVPD basis) of a gas-phase ion, C5H12N (charge +1).

Cartesian coordinates (Å):
C1 -0.52735 1.62486 -0.50600
C2 0.40620 0.66414 -0.66363
C3 1.89231 1.12095 -0.42996
C4 0.17393 -0.86156 -0.73204
C5 -0.33136 -1.47074 0.58940
N1 -1.55353 -0.72462 1.14896
H1 -1.54761 1.57363 -0.79667
H2 -0.06802 2.58241 -0.29854
H3 2.30013 1.53374 -1.38979
H4 2.57283 0.26018 -0.16526
H5 1.80817 1.94284 0.38687
H6 -0.40942 -1.13117 -1.60259
H7 1.05913 -1.48638 -0.97132
H8 0.42364 -1.57494 1.37941
H9 -0.70488 -2.40942 0.26774
H10 -1.86975 -1.03180 2.10376
H11 -2.33406 -0.90144 0.52640
H12 -1.29034 0.28934 1.15325

Properties
**SMILES**: C=C(C)CC[NH3+]
**HOMO level**: -13.72 eV
**E_LUMO**: -3.548 eV
**Total charge**: +1

The natural (NBO) scheme yields these atomic charges, measured in e:
1 C -0.48
2 C 0.06
3 C -0.66
4 C -0.49
5 C -0.21
6 N -0.70
7 H 0.21
8 H 0.23
9 H 0.25
10 H 0.22
11 H 0.23
12 H 0.25
13 H 0.26
14 H 0.24
15 H 0.23
16 H 0.45
17 H 0.44
18 H 0.47

***

Of them, (x) has the highest stability.